Computed, not measured: a molecular structure, C8H14N3O2S in a non-equilibrium geometry, with ωB97M-V/def2-TZVPD.

Structure (XYZ):
```
28
Properties=species:S:1:pos:R:3:forces:R:3
C -0.14246 -0.36945 -2.32634 2.299 -1.452 0.959
C -0.58809 -0.52870 1.62626 0.371 -2.041 0.320
C 1.11067 2.19700 0.92044 -2.226 1.109 -1.211
C 1.80850 1.62186 -0.31752 0.091 1.119 -0.437
C -0.37541 1.82245 0.84302 0.433 0.040 -0.046
C 1.82943 0.13866 -0.30996 -2.111 0.367 -2.062
C -1.11764 0.03765 -0.61210 -1.282 -2.802 1.238
C -0.87099 -2.88520 2.22530 -2.507 0.737 -0.445
N -0.49583 0.37589 0.55609 -0.735 0.394 -1.797
N -0.76483 0.73863 -1.80758 -0.131 -1.206 -0.570
N -0.38432 -1.11165 -3.45979 -1.634 -0.369 -0.668
O -0.60315 -0.15172 2.74646 -0.054 0.337 1.133
O -0.58864 -1.85474 1.24359 0.639 1.657 -0.506
S 1.18248 -1.02023 -1.34561 0.634 1.113 -0.474
H 1.48794 1.90372 1.84215 1.080 -0.930 1.549
H 1.09097 3.29708 0.95886 0.495 -0.229 -0.354
H 1.29532 1.99429 -1.22461 0.343 -0.107 0.490
H 2.81889 2.07434 -0.30985 -0.184 -0.681 -0.237
H -0.92082 1.98438 1.78762 0.204 0.253 -0.565
H -0.81259 2.36012 -0.03493 0.053 -0.457 1.016
H 2.48854 -0.34082 0.30167 1.691 -1.345 1.826
H -1.60986 -1.01603 -0.46436 0.546 2.311 -1.448
H -0.38575 -3.81944 2.02540 1.401 0.168 0.137
H -1.88644 -3.16387 1.93933 -0.362 0.031 0.408
H -0.93742 -2.47955 3.23361 0.700 -0.262 -0.069
H -1.43416 1.13685 -2.43822 -0.701 0.603 0.178
H -1.25955 -0.82738 -4.05578 2.396 -1.268 1.558
H 0.06523 -2.11416 -3.54315 -1.448 2.911 0.076
```
Forces are in eV/Å.

Molecular weight, g/mol: 216.29
Highest occupied orbital energy (alpha / beta), eV: -11.21 / -11.21
Energy above the lowest of the compared OMol25 structures with the same formula, charge and spin, kJ/mol: 197.4
HOMO-LUMO gap (alpha / beta), eV: 7.17 / 7.17
Calculated total energy, eV: -27913.202
Strongest force on any atom, eV/Å: 3.3
Charge: +1

---

Computed, not measured: C8H14N3OP in the gas phase in a non-equilibrium geometry, with ωB97M-V/def2-TZVPD.

Structure (XYZ):
```
27
Properties=species:S:1:pos:R:3:forces:R:3
C 4.39175 0.65055 0.22206 -1.530 -0.406 0.021
C 3.26782 0.22128 0.17616 -0.464 -1.298 0.161
C 1.92775 -0.36095 0.07029 2.002 3.405 -1.624
C 1.42971 -1.51583 0.44667 -0.464 -0.921 1.165
N 0.04173 -1.53294 0.33297 -1.449 0.121 -1.227
C -0.83144 -2.71922 0.22078 2.413 -0.414 -0.166
P -0.50197 -0.20848 -0.61290 2.218 -1.594 -1.888
O -0.95227 -0.45868 -1.99753 -0.334 -0.061 0.353
N -1.57290 0.56359 0.23388 -3.250 2.360 1.710
C -1.47009 0.75119 1.69448 0.004 -3.096 -1.236
C -2.76920 1.17360 -0.32731 -1.550 -1.026 -0.407
N 0.98263 0.54047 -0.53361 0.573 -1.625 1.075
C 1.32672 1.58211 -1.46725 -1.355 1.681 0.906
H 5.32530 1.08858 0.33272 1.049 0.410 0.037
H 1.96264 -2.23366 1.04430 -0.017 -0.294 -0.076
H -1.75743 -2.45228 -0.20881 -1.264 0.366 0.171
H -0.45149 -3.50038 -0.42521 0.537 0.193 -0.916
H -0.80878 -3.27317 1.12491 -0.892 0.022 1.394
H -2.22698 0.02814 2.15842 0.822 1.547 -0.150
H -0.51448 0.28430 1.78486 0.836 -0.076 1.545
H -1.42631 1.75831 2.03894 -0.414 0.725 0.130
H -2.63738 2.20491 -0.62099 0.349 0.242 -0.530
H -3.21882 0.53936 -1.15333 0.749 0.977 0.808
H -3.53704 1.25071 0.46899 0.356 -0.376 -0.265
H 1.49847 1.25908 -2.49120 0.251 -0.238 0.021
H 0.34023 2.18111 -1.47123 1.799 -0.197 -0.327
H 2.18180 2.17828 -1.04107 -0.974 -0.430 -0.685
```
Forces are in eV/Å.

SMILES: C#CC1=CN(C)[P@@](=O)(N(C)C)N1C
Molecular weight, g/mol: 199.19
Highest occupied orbital energy, eV: -7.73
Energy above the lowest of the compared OMol25 structures with the same formula, charge and spin, kJ/mol: 132.2
HOMO-LUMO gap, eV: 8.53
Calculated total energy, eV: -24328.118
Strongest force on any atom, eV/Å: 4.4